(1)
C6H16O | ωB97M-V/def2-TZVPD

Values from the calculation:
frontier orbital gap: 10.8 eV
SMILES: CCCCCC.O
E_tot: -8527.0418 eV
energy above the lowest of the compared OMol25 structures with the same formula, charge and spin: 50.5 kcal/mol
max |F|: 4.27 eV Å⁻¹

ORCA input file:
```
! RIJCOSX wB97M-V def2-TZVPD def2/J DEFGRID3
* xyz 0 1
C -0.777 -2.325 -0.355
C 0.381 -1.165 -0.450
C -0.180 0.239 -0.614
C -0.989 0.773 0.531
C -0.284 0.764 1.827
C 0.835 1.846 2.063
H -0.808 -3.026 -1.387
H -0.677 -2.863 0.599
H -1.897 -1.989 -0.220
H 0.958 -1.270 0.486
H 1.119 -1.353 -1.294
H 0.714 0.831 -1.007
H -0.725 0.489 -1.465
H -1.958 0.279 0.589
H -1.427 1.733 0.096
H -1.086 0.975 2.566
H 0.213 -0.268 2.084
H 0.917 1.958 3.181
H 0.659 2.752 1.606
H 1.771 1.356 1.700
O 1.161 -0.337 -3.467
H 0.309 0.203 -3.644
H 1.770 0.398 -3.424
*
```

(2)
C6H16O2 | ωB97M-V/def2-TZVPD

Values from the calculation:
frontier orbital gap: 10.0 eV
SMILES: C=CCCCC.O.O
E_tot: -10575.2611 eV
energy above the lowest of the compared OMol25 structures with the same formula, charge and spin: 29.5 kcal/mol
max |F|: 2.70 eV Å⁻¹

ORCA input file:
```
! RIJCOSX wB97M-V def2-TZVPD def2/J DEFGRID3
* xyz 0 1
C 1.049 1.646 2.260
C 1.608 0.659 1.624
C 1.552 0.164 0.206
C 0.793 1.060 -0.768
C -0.357 0.400 -1.568
C 0.251 -0.554 -2.592
H 0.309 2.343 1.864
H 1.373 2.099 3.177
H 2.366 0.087 2.166
H 2.573 -0.065 -0.096
H 1.051 -0.816 0.185
H 0.349 1.928 -0.280
H 1.459 1.498 -1.513
H -0.951 1.195 -2.011
H -0.993 -0.088 -0.826
H -0.356 -0.746 -3.477
H 0.692 -1.503 -2.271
H 1.206 -0.109 -2.911
O -2.862 0.113 0.886
H -3.623 -0.106 1.424
H -2.284 -0.657 0.827
O -1.986 -2.576 1.154
H -1.960 -3.451 0.760
H -1.260 -2.519 1.781
*
```

(3)
C6H17Br2MnNO3 | ωB97M-V/def2-TZVPD

Values from the calculation:
frontier orbital gap (spin up / spin down): 8.0 / 8.0 eV
E_tot: -185537.5985 eV
max |F|: 2.77 eV Å⁻¹

ORCA input file:
```
! RIJCOSX wB97M-V def2-TZVPD def2/J DEFGRID3
* xyz 0 6
Mn 0.685 0.284 -0.962
Br -1.074 2.435 -0.536
Br 1.549 0.742 -3.314
C 3.115 1.490 2.408
C 2.245 0.653 1.470
C 0.776 0.505 2.045
O 0.097 -0.372 1.058
C -1.050 -0.964 1.592
N 2.190 1.321 0.157
H 4.182 1.366 2.225
H 2.972 1.252 3.462
H 2.912 2.555 2.296
H 2.696 -0.339 1.429
H 0.232 1.440 2.183
H 0.886 -0.062 2.969
H -1.535 -1.690 0.939
H -1.844 -0.285 1.903
H -0.780 -1.546 2.473
H 1.899 2.280 0.281
H 3.129 1.424 -0.200
C -1.735 -0.674 -2.664
C -3.167 -1.119 -2.472
O -3.163 -2.474 -2.768
O -0.946 -0.985 -1.541
H -1.777 0.388 -2.907
H -1.372 -1.129 -3.586
H -3.871 -0.565 -3.093
H -3.454 -1.013 -1.426
H -2.754 -2.999 -2.075
H -1.044 -1.920 -1.347
*
```

Q: The highest max |F| belongs to which entry?
A: C6H16O

Q: What is the formula in the first record?
A: C6H16O